(1)
The following is a quantum chemistry calculation of a structure of composition C32H26Cl2GeN2RuS6 in a non-equilibrium geometry, from the Open Molecules 2025 dataset.

## Properties
Net charge   -1
2S+1   2
Relative energy (zero: lowest compared OMol25 entry of this formula, charge and spin)   22.9 kcal per mole
Gap between HOMO and LUMO (spin up / spin down)   6.3 / 6.2 eV

Atoms and positions in Å:
C1 6.501553 0.809356 1.967746
S1 5.579746 0.290108 0.610463
C2 -1.503784 0.301970 5.811869
C3 1.871882 3.604214 -2.310927
Ge1 -1.511270 -0.039159 -1.284708
C4 3.224517 -2.876861 3.475868
C5 4.385468 -0.496302 2.785988
C6 -5.898895 0.829421 -2.944374
C7 3.165361 3.520884 -1.839663
C8 0.013413 1.600235 3.788632
H1 -2.881083 2.316445 -2.546214
C9 1.875049 -0.173262 -3.853274
C10 -3.324554 0.294472 -1.961208
H2 -1.467538 -1.400073 4.486270
H3 -0.037510 -4.906661 -0.929952
C11 -0.429502 0.283452 3.680218
C12 3.101685 2.617725 -0.765643
C13 -4.914879 1.810369 -2.995016
H4 3.894407 2.259722 -0.131247
C14 -4.323992 -0.680682 -1.921665
Cl1 -0.036008 -0.612068 2.237085
H5 -0.016340 -2.636905 -1.889119
C15 -0.672958 -2.858417 -1.055134
H6 -6.366678 -1.183684 -2.362841
H7 -2.072446 -0.194824 6.588317
H8 -1.949292 0.119644 -4.318149
Ru1 0.952185 0.841386 0.699568
S2 1.005012 2.375908 2.582127
C16 -0.681013 -4.141191 -0.513703
H9 1.470835 -0.338002 -1.768088
H10 -6.894486 1.037519 -3.319305
C17 1.030175 -0.212673 -2.751162
H11 4.247114 -3.232040 3.361605
C18 -1.498137 -1.859280 -0.538710
S3 7.956225 1.544645 1.839666
N1 1.857761 2.185947 -0.600974
Cl2 0.049658 3.920482 5.215733
H12 2.946262 -0.254088 -3.709868
H13 2.735615 -3.412410 4.289684
C19 -0.876124 0.037871 -4.179089
H14 -5.142711 2.785372 -3.410863
C20 4.185619 -0.373873 1.455965
C21 -1.168379 -0.370406 4.649140
H15 -2.969199 -3.675418 1.939139
H16 0.143149 2.564619 -1.507316
N2 1.127133 2.797045 -1.545062
S4 2.811209 -0.879868 0.509297
H17 -4.099409 -1.658697 -1.509635
C22 -0.380350 2.252230 4.973127
C23 -0.357952 -0.095312 -2.887898
H18 -1.602606 1.840451 0.518223
C24 -0.037052 0.067886 -5.289485
C25 -5.602005 -0.416532 -2.407158
C26 -1.109812 1.622970 5.966728
H19 1.991460 0.011483 -5.992381
C27 1.338626 -0.027895 -5.127815
H20 -2.939092 -1.400668 0.993248
H21 -1.365111 2.175352 6.862041
C28 -2.327123 -3.449725 1.095626
C29 -1.515381 -4.441064 0.554061
H22 1.437995 4.164852 -3.123688
H23 4.033856 4.040586 -2.208572
H24 2.673281 -3.006223 2.545876
C30 -2.311729 -2.171300 0.555374
S5 5.914391 0.098040 3.405785
C31 -3.642047 1.542456 -2.505483
H25 -1.529125 -5.441621 0.969378
S6 3.239607 -1.130705 3.947625
H26 -0.460146 0.168080 -6.282344
C32 -0.844529 1.314688 -0.073743

Forces on atoms 1 to 6 (eV/Å):
C 0.322 -1.112 -0.146
S -0.474 0.372 -0.310
C -0.031 -0.020 0.024
C 0.000 -0.009 -0.010
Ge 0.201 0.130 -0.184
C 0.006 0.053 -0.040



(2)
The following is a quantum chemistry calculation of a structure of composition C32H26Cl3MgN4O4S4, from the Open Molecules 2025 dataset.

## Properties
Net charge   -1
Relative energy (zero: lowest compared OMol25 entry of this formula, charge and spin)   6.1 kcal per mole
Gap between HOMO and LUMO   5.6 eV

Atoms and positions in Å:
C1 2.693020 -2.729740 -2.821141
C2 1.568108 -3.421203 -2.093426
C3 -2.668550 4.579026 3.066667
H1 -2.877011 5.538757 3.540312
C4 -4.279726 3.247307 1.523098
C5 -2.486386 0.155895 3.246758
C6 3.620565 -3.643091 -3.270627
C7 -1.020745 0.777938 5.058169
C8 -0.668566 -1.433869 -4.531168
S1 -4.466485 4.739028 -0.534461
H2 4.146586 0.081114 -3.961079
C9 -1.439090 -1.224800 -5.624768
C10 0.374445 -2.366165 2.016221
C11 -1.952781 -0.082135 4.498448
H3 2.510702 0.576160 -0.885188
H4 4.138880 -2.664316 1.197102
N1 1.671258 -4.730644 -2.051586
O1 3.936485 -5.829650 -1.834990
H5 -5.420251 2.513594 -0.195973
C12 1.218994 -1.280656 2.216984
H6 1.999487 3.056352 0.174811
O2 0.655631 -2.737015 -1.578722
H7 -4.382230 2.405569 2.193003
H8 3.224276 -0.533613 2.072558
Cl1 0.553033 2.942265 5.076900
C13 -0.535910 1.109394 -0.182647
O3 -1.272047 4.607178 2.811846
H9 5.470602 -3.991201 -4.309701
C14 1.567975 1.006514 -0.591003
C15 -0.806508 3.352299 0.792478
S2 -3.006371 -0.730164 -5.135265
C16 -0.625967 1.890247 4.337166
C17 4.750046 -3.261608 -3.964642
H10 0.229591 -4.395227 1.341521
S3 3.024161 -5.249880 -2.785689
C18 1.339713 2.235785 -0.048988
C19 -2.072548 1.284155 2.556265
C20 -0.673188 3.409347 2.321274
C21 -4.837770 3.281594 0.286265
H11 -0.479840 4.317380 0.403677
Cl2 -2.428699 -1.492800 5.390124
C22 4.924172 -1.902115 -4.203041
H12 -3.176843 -0.657433 -2.629467
H13 5.798556 -1.561586 -4.743377
H14 2.116763 -0.669797 -2.706763
C23 2.245569 -3.669642 1.237965
H15 -3.175025 -0.525886 2.760817
C24 2.571516 -1.386373 1.924676
N2 0.390348 0.296007 -0.645265
Cl3 -2.754171 6.820951 0.732429
N3 -0.018207 2.291791 0.193379
O4 2.720819 -6.015296 -3.965746
S4 -2.834851 -1.190666 -0.161513
H16 2.639141 -4.590668 0.827650
H17 -2.913317 3.785288 3.778737
C25 3.084834 -2.581457 1.435004
C26 -3.507651 4.408400 1.830911
N4 -1.295508 -1.199691 -3.332419
H18 -2.511714 1.424872 1.578909
C27 2.857752 -1.377226 -3.058796
C28 3.988245 -0.970878 -3.758635
H19 0.815700 -0.344567 2.586477
C29 -3.546748 5.297305 0.799498
H20 -0.686797 -2.276231 2.208036
C30 -2.536237 -0.828740 -3.499322
H21 0.388797 3.548425 2.536648
H22 0.359090 -1.765328 -4.536008
Mg1 -0.802387 -1.529234 -1.204007
H23 -1.588121 0.815517 -0.145246
C31 -1.133033 2.174932 3.067771
H24 -1.171014 -1.348670 -6.660037
C32 0.891104 -3.558113 1.524071
H25 -1.836039 3.199497 0.474597
H26 -0.597633 0.577506 6.031496

Forces on atoms 1 to 6 (eV/Å):
C 0.003 0.018 0.007
C 0.096 0.027 0.079
C -0.056 0.023 0.043
H 0.004 -0.003 -0.008
C -0.104 0.043 0.008
C -0.006 -0.032 -0.042



(3)
The following is a quantum chemistry calculation of a structure of composition C32H26CrN6O4 in a non-equilibrium geometry, from the Open Molecules 2025 dataset.

## Properties
2S+1   5
Relative energy (zero: lowest compared OMol25 entry of this formula, charge and spin)   0.0 kcal per mole
Gap between HOMO and LUMO (spin up / spin down)   5.1 / 7.9 eV

Atoms and positions in Å:
C1 0.453863 -3.075870 0.723801
C2 -2.872931 1.553614 -3.179909
C3 -2.054982 1.832492 -2.103737
H1 -1.679828 3.465929 -0.744402
H2 1.055990 -2.159796 -1.399771
H3 3.138307 1.261707 4.292862
C4 -4.300802 -1.223898 3.868247
C5 -1.702114 3.264324 -1.809295
C6 -2.666928 -0.791923 -2.746566
N1 -1.917065 0.607006 1.760055
C7 4.205781 -1.746058 -3.636454
C8 2.616507 0.608639 3.606322
H4 3.958401 2.747267 -2.532185
C9 1.940347 -2.051784 -2.022523
H5 1.713196 3.073152 3.643538
H6 2.041658 -4.103668 -2.535008
C10 3.602766 1.727887 -2.471007
C11 1.468688 2.639848 2.674250
N2 -3.652277 -0.116300 3.177051
C12 2.461283 1.465336 -1.671973
C13 -0.428647 -3.651530 -0.243590
H7 -0.712791 3.501853 -2.206744
C14 2.511565 -0.764747 -2.174069
H8 -5.139249 -0.830649 4.440437
C15 -3.188846 0.221501 -3.493994
C16 -1.220791 -2.859316 -1.018123
C17 -1.157692 -1.458133 -0.880269
C18 3.652313 -0.610755 -2.991393
N3 1.937994 0.285400 -1.520915
O1 -2.128937 -1.595271 2.410790
H9 2.090066 3.123446 1.917738
C19 -3.524834 2.190265 2.646052
C20 -2.336519 1.893724 1.885264
C21 2.491004 -3.126246 -2.656664
H10 -0.479279 -4.728633 -0.353026
H11 -4.657239 -1.964795 3.155960
C22 1.799320 2.625948 -0.925234
H12 -2.423190 3.923320 -2.290675
C23 0.453103 -1.736344 0.862244
C24 1.249645 -0.974209 1.857545
C25 1.719793 1.156686 2.701240
N4 1.058594 0.361124 1.836465
C26 -2.510144 -0.433965 2.420041
Cr1 -0.343555 0.951955 0.392275
H13 -3.260005 2.373841 -3.770440
H14 -3.598627 -1.715508 4.536697
H15 4.067867 -3.839144 -3.968609
H16 1.082378 -3.696004 1.348996
O2 -1.631007 2.748030 1.304331
H17 -1.891214 -3.300483 -1.744433
H18 2.259350 -2.631864 2.734022
C27 3.640133 -2.975379 -3.473769
N5 -1.554381 0.842839 -1.326011
C28 -1.826296 -0.483126 -1.657662
C29 -4.128318 1.159765 3.255758
H19 -5.022292 1.286890 3.849674
H20 5.066078 0.840781 -3.748929
O3 0.741713 2.308079 -0.242085
C30 4.191186 0.690681 -3.124468
C31 2.822757 -0.754433 3.623734
H21 0.434816 2.872250 2.425621
O4 2.281540 3.733317 -0.975142
H22 -3.892953 3.203512 2.711218
N6 -0.316264 -0.948198 0.094022
H23 3.518487 -1.191017 4.328757
H24 -3.835619 -0.001071 -4.335965
C32 2.126369 -1.559662 2.739564
H25 -2.880635 -1.825755 -2.988810
H26 5.083394 -1.616874 -4.260721

Forces on atoms 1 to 6 (eV/Å):
C -0.084 -1.181 -0.009
C -0.105 -0.059 -0.116
C 0.082 -0.088 0.196
H 0.004 0.005 0.066
H 0.553 0.089 -0.464
H -0.015 -0.011 -0.019



| no. | E (eV) |
| --- | --- |
| 1 | -185740.948 |
| 2 | -134114.655 |
| 3 | -79162.876 |